This record from OMol25 describes C26H46N2O8P3Re as an isolated structure. The level of theory is ωB97M-V/def2-TZVPD.

Values from the calculation:
**Calculated total energy**: -77045.5573 eV
**Charge**: +3
**Frontier orbital gap (alpha / beta)**: 6.5 / 6.4 eV
**2S+1**: 2
**LUMO energy (alpha / beta)**: -10.9 / -11.1 eV
**Energy above the lowest of the compared OMol25 structures with the same formula, charge and spin**: 0.000 eV

Positions of all 86 atoms, in Å:
H (4.189, 2.546, -2.701)
C (-4.742, -2.494, 0.803)
H (-6.072, -0.166, 0.634)
C (0.311, 3.278, 2.286)
H (-1.793, 2.956, 2.720)
H (-2.061, 4.280, 0.866)
H (-1.787, 2.273, -1.487)
C (0.251, 4.761, 2.731)
C (-4.144, -1.107, 0.655)
N (-4.198, -3.472, 0.029)
C (3.211, -2.973, 1.095)
C (2.452, 2.609, -1.438)
H (3.513, 5.156, -1.452)
P (1.280, -1.278, 2.242)
O (3.449, -0.514, 0.966)
P (0.415, 2.859, 0.503)
C (2.557, -1.601, 0.962)
O (0.735, -0.171, -0.563)
C (-1.555, 3.802, -3.003)
H (-0.319, 3.840, 6.029)
Re (-0.218, 0.580, 0.946)
H (-0.188, 2.319, -2.207)
C (3.897, 4.726, -0.524)
H (-1.470, 4.945, 4.053)
H (2.520, -1.769, -2.604)
C (-0.601, 2.383, 4.459)
O (-0.050, -1.709, 1.650)
C (-2.883, 4.777, -1.091)
C (-0.546, 3.852, -0.689)
H (4.483, 5.510, -0.046)
H (1.247, 2.844, 2.658)
H (0.130, -3.038, -0.273)
O (-5.596, -2.642, 1.636)
C (2.737, 4.338, 0.403)
H (-0.306, 5.365, 2.017)
H (1.958, 5.106, 0.350)
C (4.762, 3.510, -0.833)
H (5.652, 3.808, -1.384)
H (-0.997, 1.420, 2.604)
C (-2.790, -0.894, 0.731)
H (-4.650, -4.375, 0.099)
H (2.065, 3.417, -2.063)
H (-3.546, 5.583, -0.779)
H (1.268, 5.150, 2.752)
P (1.606, -1.474, -0.616)
H (-1.683, 5.904, -2.457)
C (-1.005, 2.949, -1.850)
H (1.290, -1.985, 4.354)
C (-0.381, 4.881, 4.128)
H (1.099, 3.612, 5.037)
N (-2.256, 0.361, 0.776)
H (-2.198, 3.172, -3.618)
C (-0.829, 2.499, 2.948)
O (0.752, -2.729, -0.952)
H (0.202, 4.544, -1.093)
C (-5.000, -0.007, 0.628)
H (-0.732, 4.121, -3.644)
H (-3.486, 3.861, -1.086)
H (-0.056, 5.816, 4.581)
H (1.946, 1.697, -1.758)
H (4.267, 1.455, -1.336)
H (4.350, -0.815, 0.772)
C (-1.721, 4.676, -0.097)
H (-2.642, 2.398, 0.710)
H (-5.095, 2.149, 0.557)
H (-3.136, 5.275, -3.185)
O (1.120, 0.288, 2.365)
H (5.119, 3.079, 0.107)
C (-4.463, 1.273, 0.610)
H (-1.552, 2.165, 4.945)
H (2.666, 2.172, 0.658)
H (-3.847, -3.236, -0.886)
O (1.808, -1.928, 3.534)
H (2.476, -3.777, 1.143)
H (-1.361, 5.682, 0.122)
C (0.009, 3.693, 5.002)
O (2.639, -1.321, -1.749)
H (3.871, -3.160, 0.246)
C (-3.100, 1.422, 0.701)
C (-2.335, 5.026, -2.492)
C (2.177, 2.933, 0.037)
H (3.798, -2.994, 2.013)
H (3.083, 4.316, 1.438)
C (3.967, 2.462, -1.637)
H (0.073, 1.549, 4.664)
H (-2.099, -1.718, 0.818)